Entry 1:
Density functional theory data (the ωB97M-V functional and the def2-TZVPD basis) for the molecule C11H15NS.

Last column: natural (NBO) charge in e.
CARTESIAN COORDINATES (ANGSTROEM)
C 0.551 1.496 -1.985  0.276
C -1.820 -1.171 -0.849  -0.206
C -1.056 -1.858 0.044  -0.350
C 0.016 0.522 -1.140  -0.214
C 0.842 -0.105 -0.316  -0.056
C -1.533 0.267 -1.075  -0.244
C -3.564 0.879 0.364  -0.623
C 2.206 1.339 1.282  -0.609
C 3.362 -0.687 0.192  -0.612
C -2.091 1.132 0.026  -0.410
C 2.299 0.471 -0.031  -0.232
N 0.958 2.394 -2.618  -0.323
S 0.439 -1.356 0.825  0.341
H -2.773 -1.651 -1.088  0.232
H -1.278 -2.810 0.425  0.217
H -2.033 0.624 -2.056  0.229
H -3.770 -0.206 0.026  0.202
H -4.376 1.499 0.050  0.220
H -3.817 0.919 1.492  0.214
H 1.847 0.607 2.032  0.201
H 1.492 2.119 1.344  0.222
H 3.288 1.610 1.359  0.219
H 3.230 -1.134 1.143  0.208
H 4.300 -0.156 0.195  0.214
H 3.335 -1.409 -0.586  0.220
H -1.544 1.116 0.933  0.212
H -1.961 2.099 -0.416  0.214
H 2.562 1.173 -0.900  0.238

Results
max |F| = 3.61 eV/A
charge = 0
SMILES string = CC[C@@H]1C=CSC(C(C)C)=C1C#N
E_tot = -881.005164 hartree
frontier orbital gap = 9.040 eV
energy above the lowest of the compared OMol25 structures with the same formula, charge and spin = 59.6 kcal/mol

Entry 2:
Density functional theory data (the ωB97M-V functional and the def2-TZVPD basis) for the molecule C11H15NS2.

Last column: natural (NBO) charge in e.
CARTESIAN COORDINATES (ANGSTROEM)
C -0.913 2.952 -0.398  -0.149
C -2.205 2.902 0.222  -0.290
C -0.021 1.915 -0.339  -0.304
C -2.660 1.639 0.674  -0.149
C -0.446 0.648 0.145  0.228
C -1.790 0.551 0.688  -0.289
C -3.511 -1.655 0.184  -0.519
C 2.288 -0.452 1.244  -0.616
C 1.763 -2.360 -0.307  -0.635
C 2.251 -0.105 -1.417  -0.612
C 1.655 -0.843 -0.159  0.152
N 0.212 -0.544 0.049  -0.630
S -2.444 -0.939 1.411  0.311
S -3.643 -1.295 -1.356  0.072
H -0.647 3.900 -0.891  0.215
H -2.913 3.612 -0.048  0.212
H 1.023 2.021 -0.611  0.219
H -3.620 1.577 1.309  0.227
H -3.989 -2.584 0.682  0.219
H 3.349 -0.263 1.175  0.202
H 1.747 0.455 1.416  0.217
H 2.138 -1.316 1.889  0.213
H 2.899 -2.592 -0.364  0.227
H 1.020 -2.806 -0.975  0.227
H 1.440 -2.897 0.590  0.209
H 3.183 -0.721 -1.672  0.207
H 1.563 -0.225 -2.177  0.222
H 2.642 0.828 -1.298  0.209
H -0.371 -1.404 0.335  0.406

Results
max |F| = 5.30 eV/A
charge = 0
SMILES string = CC(C)(C)Nc1ccccc1SC=S
E_tot = -1279.205019 hartree
frontier orbital gap = 7.655 eV
energy above the lowest of the compared OMol25 structures with the same formula, charge and spin = 40.6 kcal/mol

Entry 3:
Density functional theory data (the ωB97M-V functional and the def2-TZVPD basis) for a cluster of 2 separate species, C11H15O2S in total.

Last column: natural (NBO) charge in e.
CARTESIAN COORDINATES (ANGSTROEM)
C 2.925 -0.379 -0.495  -0.205
C 1.612 0.244 -0.758  -0.574
C 3.142 -0.828 0.762  -0.372
C 1.006 0.616 0.489  -0.003
C -0.664 2.330 -0.606  0.815
C -0.675 1.752 2.064  -0.648
C -1.391 -0.595 -1.792  -0.726
C -2.377 -0.831 0.491  -0.518
C -0.238 -2.087 -0.096  -0.672
C -0.107 1.289 0.704  -0.142
C -1.356 -1.099 -0.379  0.111
O -0.299 2.114 -1.754  -0.766
O -1.318 3.215 -0.177  -0.713
S 1.828 -0.565 1.948  0.050
H 3.569 -0.481 -1.279  0.195
H 1.562 1.150 -1.436  0.298
H 4.127 -1.018 1.283  0.218
H -0.417 1.032 2.854  0.193
H -1.802 1.862 2.036  0.229
H -0.438 2.762 2.411  0.227
H -0.839 0.335 -1.647  0.304
H -1.076 -1.279 -2.572  0.198
H -2.421 -0.275 -2.065  0.200
H -2.280 -1.374 1.442  0.198
H -3.142 -0.166 0.088  0.211
H 1.100 -0.438 -1.427  0.240
H -0.680 -3.054 -0.496  0.203
H 0.690 -2.082 -0.566  0.217
H -0.042 -2.152 0.973  0.230

Results
max |F| = 4.28 eV/A
charge = -1
E_tot = -976.738316 hartree
frontier orbital gap = 7.267 eV
energy above the lowest of the compared OMol25 structures with the same formula, charge and spin = 57.3 kcal/mol

Entry 4:
Density functional theory data (the ωB97M-V functional and the def2-TZVPD basis) for a cluster of 2 separate species, C11H16B2Cl3F2INO7 in total.

Last column: natural (NBO) charge in e.
CARTESIAN COORDINATES (ANGSTROEM)
C -2.144 -1.480 -2.345  -0.641
C -2.759 -0.991 -1.035  -0.069
O -1.777 -0.669 -0.068  -0.709
B -1.130 0.542 -0.076  0.937
O -1.713 1.570 -0.866  -0.978
B 0.341 0.913 0.763  0.492
C 0.152 2.225 1.772  -0.829
C -0.175 1.929 3.183  0.603
O 0.295 2.367 4.173  -0.550
I -1.809 0.468 3.488  -0.130
O 1.029 -0.242 1.472  -0.700
C 2.370 -0.092 1.236  0.363
N 2.923 1.079 1.949  -0.857
C 3.114 -1.376 1.675  -0.579
C 4.438 -1.730 1.066  0.885
O 4.869 -2.805 0.831  -0.532
F 5.229 -0.633 0.860  -0.361
C 2.395 0.355 -0.266  0.623
F 3.575 0.982 -0.629  -0.372
C 2.129 -0.712 -1.383  -0.597
C 1.870 -2.150 -1.018  0.602
O 0.941 -2.630 -0.484  -0.471
Cl 3.204 -3.255 -1.592  -0.150
O 1.376 1.262 -0.311  -0.706
H -2.806 -2.214 -2.821  0.200
H -1.994 -0.670 -3.065  0.194
H -1.195 -1.984 -2.149  0.223
H -3.369 -1.796 -0.610  0.166
H -3.434 -0.156 -1.225  0.183
H -1.281 1.671 -1.718  0.490
H -0.622 2.912 1.405  0.255
H 1.096 2.777 1.835  0.262
H 2.841 0.922 2.949  0.355
H 3.903 1.202 1.719  0.370
H 2.469 -2.252 1.586  0.263
H 3.329 -1.243 2.742  0.250
H 2.993 -0.704 -2.046  0.247
H 1.266 -0.361 -1.952  0.263
C -6.536 1.419 -1.798  -0.398
Cl -5.326 2.575 -1.244  -0.001
Cl -5.797 -0.026 -2.502  -0.028
H -7.133 1.111 -0.948  0.219
H -7.149 1.890 -2.556  0.213

Results
max |F| = 1.38 eV/A
charge = -1
E_tot = -2938.155023 hartree
frontier orbital gap = 7.292 eV